Computed, not measured: the molecule C5H7Cl, with ωB97M-V with the def2-TZVPD basis set.

Positions of all 13 atoms, in Å:
C -1.002 0.869 -1.035
C -0.742 -0.392 -0.269
C 0.277 -0.076 0.845
C 1.203 -1.040 1.494
C 1.726 -0.245 0.565
Cl 3.022 0.243 -0.436
H -1.690 1.679 -0.538
H -1.716 0.693 -1.811
H -0.098 1.369 -1.382
H -0.299 -1.185 -0.788
H -1.617 -0.783 0.101
H -0.049 0.900 1.300
H 0.985 -2.032 1.955

HOMO-LUMO gap = 10.01 eV
SMILES = CC[C@H]1C=C1Cl



Computed, not measured: the molecule C5H7Cl2N, with ωB97M-V with the def2-TZVPD basis set.

Positions of all 15 atoms, in Å:
C -0.549 0.658 -1.814
C -0.541 0.599 -0.247
C -1.714 -0.238 0.156
N -2.645 -0.906 0.360
C 0.894 -0.251 0.266
C 0.789 -0.648 1.670
Cl 1.296 -1.675 -0.712
Cl 2.120 0.984 -0.051
H -0.271 -0.389 -2.148
H -1.386 1.110 -2.165
H 0.266 1.256 -2.018
H -0.524 1.544 0.395
H 1.661 -0.974 2.120
H 0.553 0.239 2.296
H 0.051 -1.311 1.892

HOMO-LUMO gap = 11.56 eV
SMILES = C[C@@H](C#N)C(C)(Cl)Cl



Computed, not measured: the molecule C5H7ClN2, with ωB97M-V with the def2-TZVPD basis set.

Positions of all 15 atoms, in Å:
H 3.006 1.411 0.677
N 2.632 0.466 0.818
C 1.469 0.376 0.325
N 0.682 -0.752 0.368
C -0.539 -0.626 -0.417
C -1.760 -1.031 0.402
C -0.503 0.824 -0.827
C 0.639 1.359 -0.418
Cl 1.175 2.991 -0.624
H 1.095 -1.662 0.557
H -0.482 -1.266 -1.319
H -1.628 -2.060 0.770
H -1.827 -0.359 1.280
H -2.687 -0.999 -0.180
H -1.273 1.327 -1.412

HOMO-LUMO gap = 9.69 eV
SMILES = [H]/N=C1/N[C@@H](C)C=C1Cl



Computed, not measured: a cluster of 2 separate species, C5H7ClN5 in total, with ωB97M-V with the def2-TZVPD basis set.

Positions of all 18 atoms, in Å:
C -0.953 2.365 0.163
C -0.593 -1.708 -0.109
C 0.495 -0.879 -0.036
C -1.922 -1.158 -0.020
C -0.858 0.949 -0.007
N -0.933 3.510 0.184
N 0.414 0.483 0.143
N -1.929 0.205 0.026
N -2.964 -1.905 0.028
N 2.982 1.417 -0.003
Cl 2.095 -1.514 0.046
H -0.577 -2.847 -0.280
H 1.923 0.929 -0.138
H 3.273 0.763 0.714
H -2.981 -2.895 0.054
H -3.849 -1.495 -0.299
H 3.586 1.488 -0.841
H 2.792 2.293 0.373

HOMO-LUMO gap = 9.62 eV
charge = +1



Computed, not measured: a structure of composition C5H7EuLiO3, with ωB97M-V with the def2-TZVPD basis set.

Positions of all 17 atoms, in Å:
C 4.525 1.091 1.518
C 5.040 2.151 1.235
H 4.013 0.144 1.586
H 5.517 3.110 1.117
H 1.466 -0.079 0.303
O -0.151 1.689 0.478
Eu 0.047 -2.652 -0.313
O 0.543 -0.425 0.141
C -0.393 0.522 0.219
O -1.609 0.146 -0.024
C -1.993 -1.293 -0.278
C -2.915 -1.283 -1.479
H -2.583 -1.529 0.620
H -3.770 -0.599 -1.351
H -3.317 -2.299 -1.603
H -2.390 -1.020 -2.408
Li -2.029 2.326 0.239

2S+1 = 8
HOMO-LUMO gap (spin up / spin down) = 7.21 / 7.37 eV
charge = +2



Computed, not measured: the molecule C5H7F, with ωB97M-V with the def2-TZVPD basis set.

Positions of all 13 atoms, in Å:
C 0.421 -1.968 0.076
C 0.518 -0.711 0.191
C -0.074 0.592 0.532
C -1.389 1.048 -0.073
C 1.243 0.381 -0.402
F 2.447 0.810 0.078
H 1.246 -2.444 -0.473
H -0.561 -2.422 0.401
H 0.208 1.011 1.446
H -2.069 0.461 0.675
H -1.494 0.716 -1.053
H -1.478 2.061 0.013
H 0.984 0.463 -1.412

HOMO-LUMO gap = 10.71 eV
SMILES = C=C1[C@H](C)[C@H]1F



Computed, not measured: a cluster of 2 separate species, C5H7F in total, with ωB97M-V with the def2-TZVPD basis set.

Positions of all 13 atoms, in Å:
C 2.209 0.374 -1.573
C 1.065 -0.147 -1.664
C -0.374 0.049 2.181
C -0.468 0.150 0.871
C -1.593 -0.270 0.012
F -1.571 0.182 2.905
H 2.568 1.108 -0.765
H 3.012 0.363 -2.400
H 0.189 -0.636 -1.976
H 0.623 0.026 2.726
H -1.325 -1.210 -0.540
H -2.005 0.581 -0.466
H -2.329 -0.570 0.690

HOMO-LUMO gap (spin up / spin down) = 7.72 / 9.49 eV



Computed, not measured: a cluster of 2 separate species, C5H7F2N in total, with ωB97M-V with the def2-TZVPD basis set.

Positions of all 15 atoms, in Å:
C 0.720 -1.463 0.283
C 0.676 -0.163 0.136
C -0.433 0.705 -0.033
C 2.060 0.457 0.034
C -2.254 -0.306 -0.522
N -0.421 1.920 0.156
F -3.280 0.626 -0.357
F -2.378 -1.342 0.374
H 1.610 -1.934 0.450
H -0.053 -2.202 0.436
H 2.082 0.713 -0.939
H 2.791 -0.286 0.426
H 2.153 1.273 0.775
H -2.171 -0.620 -1.561
H -1.101 2.621 0.341

HOMO-LUMO gap = 9.03 eV



Computed, not measured: a structure of composition C5H7F6InN2O5S2, with ωB97M-V with the def2-TZVPD basis set.

Positions of all 28 atoms, in Å:
In 18.213 19.420 -1.867
C 18.243 17.806 -6.833
F 18.632 19.058 -6.691
F 17.275 17.765 -7.731
F 19.310 17.077 -7.279
S 17.674 17.225 -5.038
O 16.807 16.094 -5.311
O 18.829 16.845 -4.241
N 16.872 18.629 -4.353
S 15.356 18.499 -4.856
O 15.186 18.273 -6.264
O 14.476 17.678 -3.966
C 14.697 20.296 -4.564
F 15.540 21.173 -5.115
F 13.560 20.478 -5.248
F 14.509 20.510 -3.287
C 18.029 22.983 -5.815
C 18.895 22.195 -4.767
O 18.436 21.561 -3.820
N 20.199 22.331 -4.936
C 20.953 22.709 -6.098
H 17.091 23.166 -5.291
H 17.830 22.511 -6.777
H 18.431 23.995 -5.877
H 20.779 21.872 -4.248
H 21.713 23.488 -6.038
H 20.374 22.942 -6.992
H 21.384 21.754 -6.398

HOMO-LUMO gap = 2.91 eV
charge = +2



Computed, not measured: a cluster of 2 separate species, C5H7F6P in total, with ωB97M-V with the def2-TZVPD basis set.

Positions of all 19 atoms, in Å:
C -0.163 2.002 -0.479
C 0.714 0.485 -2.140
C 0.341 0.525 -0.650
C -0.061 -2.289 -0.068
C -0.791 -0.228 2.794
F -0.820 -3.090 0.723
F 0.118 -2.929 -1.244
F 1.177 -2.073 0.448
F -0.738 -1.382 3.451
F 0.257 0.575 2.848
F -1.845 0.443 3.379
P -1.063 -0.716 -0.292
H -1.214 1.972 -0.275
H 0.404 2.478 0.316
H -0.019 2.545 -1.447
H -0.096 0.707 -2.728
H 1.076 -0.521 -2.383
H 1.602 1.020 -2.267
H 1.120 0.476 0.016

HOMO-LUMO gap (spin up / spin down) = 8.72 / 8.06 eV



Computed, not measured: a structure of composition C5H7FI2, with ωB97M-V with the def2-TZVPD basis set.

Positions of all 15 atoms, in Å:
C 0.350 1.431 -0.021
C -0.833 1.123 0.909
C -0.319 0.208 -0.151
C -0.732 -0.478 -1.375
C 0.942 -1.323 0.767
F 0.864 -0.882 2.027
I 0.161 -3.311 0.766
I 2.993 -0.932 0.247
H 0.094 2.201 -0.772
H 1.501 1.489 0.329
H -0.452 0.703 1.830
H -1.823 1.658 0.763
H -1.563 0.130 -1.832
H -1.228 -1.467 -1.366
H 0.045 -0.549 -2.119

HOMO-LUMO gap = 8.33 eV



Computed, not measured: the molecule C5H7FN2, with ωB97M-V with the def2-TZVPD basis set.

Positions of all 15 atoms, in Å:
C -0.369 -0.950 0.332
C 1.931 -0.151 0.411
C -0.646 1.071 -0.561
C 3.150 0.085 -0.344
C -2.647 0.001 0.332
N 0.881 -0.741 0.236
N -1.273 0.129 0.126
F -1.499 2.197 -0.585
H -0.832 -1.934 0.493
H 3.891 -0.733 -0.053
H 2.881 0.037 -1.455
H 3.673 1.018 -0.010
H -2.909 -0.572 1.138
H -3.081 0.940 0.546
H -3.149 -0.398 -0.606

HOMO-LUMO gap (spin up / spin down) = 8.00 / 8.00 eV